Entry from the Open Molecules 2025 dataset: a molecular structure, C14H14IrN3O2SSi (ωB97M-V/def2-TZVPD).

Last column: Mulliken charge in e.
Atoms and positions in Å:
O (-1.173, 1.774, -0.165)  -0.74
Si (1.153, -0.337, -0.844)  0.35
C (-2.267, -2.694, -0.063)  -0.95
S (-3.488, -1.368, -3.539)  -0.24
C (3.155, 0.983, 3.100)  -0.35
O (-2.663, 3.096, 0.867)  -0.50
C (-2.388, -0.330, -3.266)  0.69
H (3.951, -0.078, -0.010)  0.35
H (5.014, 0.552, 2.116)  0.39
H (-2.706, 4.331, -1.278)  0.26
C (3.335, 0.231, 0.827)  -0.39
C (0.504, -2.890, 0.059)  -0.68
H (2.201, -1.071, -1.584)  -0.18
H (-3.346, -2.616, -0.113)  0.45
N (-1.904, 3.734, -1.143)  -0.06
H (-1.971, -0.647, -0.576)  0.68
H (-0.353, 3.988, -2.374)  0.32
N (-1.510, 0.507, -3.107)  -0.63
C (-0.287, -3.991, 0.350)  -0.66
H (1.583, -2.980, 0.138)  0.35
H (0.182, -4.921, 0.641)  0.39
Ir (-0.381, 1.225, -1.815)  1.35
C (-0.088, -1.684, -0.320)  0.76
C (3.937, 0.585, 2.023)  -0.58
H (-1.685, 3.342, -3.111)  0.33
N (-1.145, 3.361, -2.249)  -0.61
H (0.080, 0.722, 1.714)  0.39
H (3.629, 1.260, 4.032)  0.40
C (1.939, 0.258, 0.712)  0.31
H (1.165, 1.333, 3.834)  0.39
H (-2.281, -4.764, 0.495)  0.39
C (-1.482, -1.584, -0.346)  -0.22
C (-1.967, 2.864, -0.070)  0.53
C (1.159, 0.678, 1.799)  -0.04
C (-1.671, -3.898, 0.277)  -0.43
C (1.768, 1.027, 2.990)  -0.80

energy relative to the best compared isomer or geometry (same formula, charge and spin)	1.613	eV
charge	+1
gap between HOMO and LUMO (spin up / spin down)	5.8 / 5.4	eV
molar mass	508.7	g/mol
highest occupied orbital energy (spin up / spin down)	-0.443 / -0.441	Ha
DFT total energy	-44852.58446	eV
2S+1	2